Computed, not measured: a structure of composition C21H53N4O11V in a non-equilibrium geometry, with the ωB97M-V functional and the def2-TZVPD basis.

Its HOMO energy is -8.16 eV. The value obtained for the total energy is -76807.41876 eV. The value obtained for the orbital gap is 8.50 eV. The value obtained for the strongest force on any atom is 0.052 hartree/bohr. The calculation puts the energy above the lowest of the compared OMol25 structures with the same formula, charge and spin at 0.0 kcal per mole. Its LUMO energy is 0.3 eV.

Each line ends with the Mulliken charge.
Cartesian coordinates (Å):
O -27.2990 19.4161 -3.6485  -0.48
V -26.2303 18.2768 -3.2793  0.63
O -25.4660 18.0029 -4.6638  -0.52
O -27.9007 18.1188 0.7789  -0.53
C -27.5870 17.5455 -0.4236  0.53
O -27.9398 16.3597 -0.6131  -0.69
O -26.9114 18.2874 -1.1906  -0.48
H -28.2419 17.3860 1.3069  0.33
C -30.4739 22.4892 -2.1854  -0.71
O -31.2466 21.5902 -2.9630  -0.38
C -30.4423 20.7029 -3.6926  -0.49
C -31.3285 19.9319 -4.6426  -0.14
N -31.7891 20.7704 -5.7432  -0.34
C -32.5862 20.0288 -6.6962  -0.39
C -33.3026 20.9704 -7.6383  -0.74
O -34.3033 21.6614 -6.9195  -0.30
C -34.6488 22.8856 -7.4940  -0.75
H -29.8424 23.1096 -2.8360  0.30
H -29.8114 21.9380 -1.5086  0.26
H -31.1758 23.1205 -1.6505  0.29
H -29.9617 19.9625 -3.0234  0.18
H -29.5962 21.2012 -4.1835  0.39
H -32.1853 19.5877 -4.0422  0.19
H -30.7777 19.0805 -5.0377  0.17
H -32.3769 21.5031 -5.3588  0.25
H -33.3532 19.4235 -6.1826  0.27
H -31.9358 19.3740 -7.2788  0.31
H -33.7459 20.3965 -8.4680  0.42
H -32.5872 21.6803 -8.0753  0.37
H -33.7610 23.5171 -7.6233  0.33
H -35.3112 23.3903 -6.7909  0.24
H -35.1604 22.7496 -8.4527  0.29
C -30.1628 11.9788 -3.0137  -0.81
O -28.8155 12.2837 -3.3407  -0.39
C -28.1014 12.7723 -2.2321  -0.40
C -26.6559 12.9190 -2.6358  -0.86
N -26.5521 13.6672 -3.8839  0.12
C -25.2179 13.6377 -4.4614  -0.96
C -25.1473 14.6032 -5.6180  0.14
O -25.9295 14.1830 -6.7269  -0.29
C -25.3723 13.1253 -7.4477  -0.77
H -30.6853 12.8521 -2.6117  0.32
H -30.2047 11.1235 -2.3337  0.31
H -30.6656 11.6974 -3.9408  0.26
H -28.1714 12.0927 -1.3739  0.53
H -28.4861 13.7609 -1.9368  0.09
H -26.2020 11.9118 -2.7026  0.46
H -26.1140 13.4040 -1.8175  0.26
H -27.1695 13.1736 -4.5260  0.17
H -24.9263 12.6280 -4.8105  0.39
H -24.4503 13.8806 -3.7230  0.43
H -24.1069 14.7638 -5.9254  0.44
H -25.6321 15.5162 -5.2802  -0.43
H -26.0923 12.8297 -8.2116  0.27
H -25.1708 12.2358 -6.8349  0.29
H -24.4353 13.4104 -7.9458  0.29
C -22.6080 20.4446 -1.5555  -1.54
C -23.4757 19.4626 -2.3316  0.35
C -23.6149 18.1863 -1.5376  -1.09
O -24.5487 17.3525 -2.1766  0.05
C -24.7167 16.0979 -1.5398  -0.42
N -24.8329 20.0066 -2.6029  -0.36
H -22.9393 20.5810 -0.5257  0.37
H -22.5605 21.3980 -2.0826  0.41
H -21.5743 20.0862 -1.4865  0.41
H -23.0341 19.2478 -3.3045  0.28
H -23.9387 18.3996 -0.5122  0.50
H -22.6387 17.6878 -1.5277  0.39
H -25.6979 15.7085 -1.8007  -0.31
H -24.6812 16.2038 -0.4522  0.44
H -23.9444 15.3958 -1.8655  0.26
H -24.7145 20.8999 -3.0727  0.36
H -25.2531 20.2732 -1.7064  0.25
C -28.5183 16.7585 -5.6579  -1.68
C -28.8162 16.8551 -4.1865  1.25
C -29.9356 15.9386 -3.7457  -0.85
O -31.1285 16.4008 -4.3567  -0.20
C -32.2015 15.5390 -4.1138  -0.79
N -27.5772 16.5145 -3.4179  2.61
H -29.3373 17.1097 -6.2821  0.34
H -28.2864 15.7237 -5.9420  0.32
H -27.6304 17.3478 -5.8957  0.38
H -29.0826 17.8797 -3.9264  -0.60
H -30.0585 15.9696 -2.6538  0.57
H -29.7476 14.9074 -4.0884  0.25
H -32.4561 15.5161 -3.0426  0.32
H -32.0034 14.5160 -4.4612  0.27
H -33.0719 15.9163 -4.6504  0.25
H -27.3149 15.5654 -3.7413  -0.94
H -27.8079 16.3577 -2.4182  -0.50